46
Properties=species:S:1:pos:R:3:forces:R:3 method="wB97M-V/def2-TZVPD" charge=0 smiles="O=C(Nc1ccccc1C(=O)N1CCCCCC1)c1ccccc1Cl" homo_ev=-8.833 lumo_ev=0.5
O 2.621 -2.503 2.536 0.02 0.02 -0.01
C 1.594 -1.946 2.214 0.11 -0.07 0.21
N 0.409 -2.614 2.245 -0.15 -0.59 0.30
C -0.871 -2.254 1.803 -0.37 0.21 -0.26
C -1.951 -2.595 2.616 0.12 0.04 -0.06
C -3.246 -2.313 2.229 -0.01 -0.03 -0.07
C -3.481 -1.700 1.010 -0.09 0.02 -0.02
C -2.416 -1.373 0.190 0.09 0.00 0.13
C -1.102 -1.623 0.576 -0.14 -0.34 0.20
C 0.013 -1.468 -0.414 -0.11 -0.01 -0.14
O 0.713 -2.432 -0.679 0.11 -0.16 0.02
N 0.163 -0.286 -1.052 0.12 0.01 -0.10
C -0.534 0.929 -0.710 -0.39 0.21 0.03
C -1.422 1.449 -1.849 0.17 0.26 0.15
C -0.673 2.380 -2.796 -0.13 -0.26 -0.19
C 0.436 1.682 -3.576 0.10 0.31 0.18
C 1.529 1.074 -2.695 -0.28 -0.16 -0.14
C 1.174 -0.283 -2.106 0.43 -0.22 -0.09
C 1.545 -0.479 1.935 0.30 0.23 0.04
C 0.599 0.319 2.571 0.09 -0.02 -0.03
C 0.643 1.697 2.462 0.01 0.09 0.04
C 1.639 2.298 1.708 -0.05 -0.02 0.09
C 2.587 1.522 1.067 0.06 -0.13 -0.03
C 2.549 0.140 1.189 -0.24 0.02 0.16
Cl 3.754 -0.801 0.404 0.27 0.06 -0.19
H 0.495 -3.558 2.601 0.11 0.17 -0.06
H -1.760 -3.092 3.556 0.05 0.01 0.11
H -4.071 -2.583 2.871 -0.06 -0.02 0.06
H -4.490 -1.494 0.689 -0.09 0.01 -0.03
H -2.606 -0.944 -0.782 0.01 0.10 -0.11
H 0.192 1.701 -0.439 -0.10 -0.06 0.05
H -1.135 0.730 0.178 0.17 0.10 -0.10
H -1.824 0.604 -2.411 -0.10 -0.07 0.02
H -2.263 1.993 -1.413 -0.07 -0.03 0.01
H -0.247 3.206 -2.221 0.00 0.08 0.01
H -1.385 2.808 -3.507 0.01 0.09 0.02
H 0.894 2.415 -4.244 -0.02 -0.04 -0.08
H 0.004 0.896 -4.200 0.00 -0.04 -0.09
H 1.813 1.772 -1.907 0.12 0.08 0.04
H 2.414 0.909 -3.312 0.03 -0.01 0.09
H 0.825 -0.946 -2.908 0.12 0.02 0.02
H 2.075 -0.744 -1.689 -0.16 0.02 -0.15
H -0.164 -0.145 3.179 -0.06 -0.05 0.03
H -0.093 2.301 2.971 -0.06 0.05 0.05
H 1.681 3.374 1.626 0.01 0.09 -0.02
H 3.373 1.977 0.485 0.09 0.03 -0.07

52
Properties=species:S:1:pos:R:3:forces:R:3 method="wB97M-V/def2-TZVPD" charge=0 smiles="CCCNC[C@H](O)COc1ccccc1C(=O)CCc1ccccc1" homo_ev=-8.643 lumo_ev=0.6
C 7.701 0.389 0.345 -0.03 -0.18 -0.14
C 6.821 -0.831 0.110 -0.13 0.21 0.25
C 5.385 -0.586 0.570 0.09 -0.22 -0.15
N 4.797 0.497 -0.197 0.09 -0.02 -0.22
C 3.510 0.958 0.254 -0.45 -0.29 -0.17
C 2.349 -0.039 0.041 -0.11 0.32 0.61
O 2.317 -0.341 -1.338 0.03 -0.03 -0.24
C 1.032 0.576 0.543 0.64 0.08 -0.12
O -0.038 -0.348 0.542 -0.13 -0.28 -0.17
C -0.868 -0.471 -0.531 -0.26 -0.20 -0.11
C -0.694 0.193 -1.741 0.22 0.19 0.12
C -1.561 -0.021 -2.798 -0.07 -0.12 0.03
C -2.596 -0.931 -2.686 -0.05 0.02 -0.11
C -2.768 -1.606 -1.494 0.14 0.00 0.11
C -1.944 -1.368 -0.398 0.21 -0.10 -0.52
C -2.282 -2.113 0.845 0.21 0.05 0.47
O -2.659 -3.263 0.793 -0.08 0.00 -0.06
C -2.247 -1.358 2.156 -0.17 -0.22 0.26
C -3.340 -0.272 2.198 0.16 -0.07 0.01
C -3.041 0.877 1.279 -0.17 0.20 0.10
C -3.752 1.062 0.101 -0.04 0.13 0.08
C -3.435 2.096 -0.762 -0.07 0.04 -0.06
C -2.405 2.967 -0.453 0.02 0.10 -0.05
C -1.704 2.806 0.731 0.08 0.08 0.02
C -2.022 1.770 1.589 -0.09 -0.02 -0.01
H 7.781 0.600 1.409 0.04 0.07 0.14
H 7.263 1.254 -0.144 0.04 0.12 -0.01
H 8.700 0.224 -0.051 0.13 0.05 0.00
H 7.223 -1.691 0.649 -0.01 -0.07 -0.08
H 6.814 -1.076 -0.954 -0.01 -0.12 -0.04
H 5.386 -0.281 1.621 -0.01 -0.06 0.03
H 4.818 -1.530 0.492 0.01 0.10 0.09
H 4.727 0.228 -1.174 0.02 0.03 0.07
H 3.275 1.868 -0.306 -0.10 0.06 0.10
H 3.578 1.204 1.316 -0.04 0.07 -0.02
H 2.534 -0.957 0.620 -0.02 0.11 -0.03
H 1.649 -1.017 -1.500 0.03 0.00 -0.01
H 1.162 0.855 1.593 -0.01 0.04 -0.08
H 0.784 1.475 -0.028 -0.01 -0.02 0.05
H 0.127 0.877 -1.880 0.06 0.01 0.04
H -1.407 0.519 -3.720 0.03 0.05 -0.08
H -3.258 -1.114 -3.518 -0.07 -0.02 -0.08
H -3.564 -2.326 -1.378 -0.06 -0.06 0.03
H -1.270 -0.902 2.294 -0.03 -0.01 0.05
H -2.429 -2.079 2.956 0.06 -0.01 -0.10
H -4.301 -0.721 1.936 -0.04 0.03 0.08
H -3.406 0.095 3.225 -0.07 -0.05 -0.04
H -4.558 0.386 -0.147 -0.06 -0.09 -0.02
H -3.993 2.221 -1.678 -0.05 0.00 -0.09
H -2.154 3.772 -1.127 0.02 0.07 -0.05
H -0.909 3.493 0.987 0.05 0.06 0.02
H -1.474 1.650 2.513 0.08 -0.04 0.12

23
Properties=species:S:1:pos:R:3:forces:R:3 method="wB97M-V/def2-TZVPD" charge=0 smiles="OC1=N[C@](O)(Oc2ccc(O)n2S)C=C1" homo_ev=-7.485 lumo_ev=0.4
O -2.290 1.952 -1.886 0.38 1.50 0.21
C -2.061 1.043 -0.964 0.65 -1.94 -0.43
N -1.522 1.315 0.140 0.05 -0.79 1.34
C -1.518 0.000 0.911 -0.14 2.35 -1.11
O -2.365 0.183 1.998 0.45 -0.83 -0.03
O -0.277 -0.255 1.504 -0.06 0.14 0.53
C 0.746 -0.576 0.695 1.67 -1.05 0.34
C 1.237 -1.826 0.333 -0.88 3.25 -0.22
C 2.374 -1.621 -0.418 2.08 1.99 -0.73
C 2.658 -0.237 -0.358 -0.21 -2.40 0.29
O 3.743 0.363 -0.815 1.00 -2.42 -1.35
N 1.724 0.382 0.387 -1.91 0.44 0.25
S 1.617 2.068 0.851 3.92 -0.78 -0.32
C -1.865 -1.032 -0.159 0.70 -0.60 1.33
C -2.203 -0.459 -1.290 -0.43 2.78 1.93
H -1.905 2.754 -1.435 -0.70 -0.48 -0.97
H -1.718 0.258 2.727 -0.71 0.01 -0.08
H 0.683 -2.672 0.409 -1.30 -2.48 0.41
H 3.017 -2.306 -0.956 -0.23 -0.03 0.21
H 3.754 1.245 -0.596 0.08 3.31 0.68
H 0.375 2.120 0.945 -3.31 -0.06 -0.10
H -1.533 -2.004 0.159 -0.84 -0.70 -0.54
H -2.672 -0.694 -2.182 -0.27 -1.19 -1.62

Computed M, in the same sequence as the records: 356.9, 341.5, 228.2 g mol⁻¹.
Computed calculated total energy, in the same sequence as the records: -1494.95353, -1096.87711, -1118.20034 hartree.
Computed ΔE to the lowest compared entry with this formula, charge and spin, in the same sequence as the records: 7.30, 68.79, 54.61 kcal/mol.